[1]
82
Properties=species:S:1:pos:R:3:mulliken_charge:R:1 method="wB97M-V/def2-TZVPD" charge=-2 gap_ha=0.190 de_lowest_kj_mol=172.9 homo_energy_ev=-1.36 multiplicity=1 total_energy_ev=-145423.1215
K -1.05117 0.61648 -1.61493 0.77
C -0.17345 1.58680 2.93715 -0.39
C -1.46966 2.38944 3.19463 -1.12
N -2.46285 2.44717 2.12869 0.17
C -3.60681 1.54585 2.23127 -0.68
C -3.83654 0.60943 1.03999 -1.13
N -2.69587 -0.20896 0.71985 0.28
C -2.25119 -1.18317 1.69941 -0.55
C -1.25622 -0.61688 2.75057 -0.91
N -0.38510 0.38458 2.17319 1.09
H 0.50387 2.21244 2.35549 0.24
H 0.30127 1.41898 3.92454 0.28
H -1.96495 2.00554 4.09249 0.45
H -1.15312 3.41242 3.44133 0.34
H -2.02680 2.34646 1.21340 -0.20
H -3.53519 0.94956 3.14775 0.28
H -4.52774 2.14092 2.32837 0.42
H -4.74508 0.01946 1.27669 0.44
H -4.05307 1.22121 0.16069 0.43
H -2.80707 -0.64437 -0.18314 0.33
H -3.10709 -1.63606 2.23087 0.16
H -1.73728 -1.97976 1.16179 -0.06
H -1.80886 -0.17191 3.58163 0.46
H -0.67184 -1.45267 3.15317 0.32
H 0.49070 -0.05245 1.90240 -0.66
O -1.35030 -1.48820 -2.36245 -0.48
N -1.25821 -1.59842 -3.61803 -0.46
N -0.69661 -0.61652 -4.24352 1.05
O -0.22237 0.46929 -3.70736 -0.93
C -0.68073 -0.73551 -5.66013 -0.12
C -0.52290 0.42366 -6.41324 -0.34
C -0.52153 0.35509 -7.79651 -0.37
C -0.66078 -0.86575 -8.44178 -0.41
C -0.79806 -2.02424 -7.68608 -0.41
C -0.80660 -1.96904 -6.30387 -0.35
H -0.41117 1.36094 -5.88747 0.44
H -0.41012 1.26069 -8.38019 0.33
H -0.65371 -0.91579 -9.52416 0.35
H -0.88688 -2.98330 -8.18237 0.33
H -0.90955 -2.85946 -5.70328 0.44
Br 1.45520 7.16015 2.61197 -0.27
C 0.42276 6.10736 1.39013 0.22
C -0.86087 6.51591 1.07508 -0.52
C -1.60019 5.74787 0.18790 -0.41
C -1.08359 4.57344 -0.34533 0.34
C 0.20430 4.18673 -0.00082 -0.07
C 0.97679 4.95878 0.85796 -0.59
C -1.96774 3.72192 -1.26918 -0.19
O -2.57227 4.32665 -2.16480 -0.77
O -1.98757 2.49159 -0.98741 -0.34
H -1.27152 7.41602 1.51283 0.41
H -2.59692 6.05642 -0.10000 0.39
H 0.60766 3.26426 -0.40158 0.36
H 1.98437 4.66133 1.11626 0.46
C -0.40735 -4.25466 0.43031 -1.01
Si 1.34340 -3.84553 1.06962 0.01
C 2.47132 -5.01198 0.02810 -1.22
C 1.44515 -4.69147 2.78725 -1.18
C 1.66075 -2.06553 1.11657 0.32
Si 3.21550 -1.27804 1.59335 0.19
C 4.78890 -1.65324 0.54927 -1.15
C 3.79190 -1.71308 3.36534 -1.21
C 3.11764 0.63216 1.56991 -0.97
H -0.46965 -5.27820 0.04850 0.31
H -0.68551 -3.57728 -0.38310 0.17
H -1.15135 -4.15218 1.22535 0.33
H 2.15348 -6.05858 0.08212 0.35
H 3.50819 -4.95835 0.37736 0.27
H 2.46454 -4.71228 -1.02438 0.31
H 1.22311 -5.76183 2.72238 0.33
H 0.73916 -4.24046 3.49005 0.28
H 2.44785 -4.58500 3.21424 0.33
H 1.17005 -1.55224 0.28103 0.11
H 4.96928 -2.73366 0.55212 0.24
H 5.69882 -1.15715 0.90357 0.31
H 4.62533 -1.36039 -0.49238 0.28
H 3.93016 -2.79495 3.46107 0.31
H 3.04405 -1.41274 4.10413 0.30
H 4.73978 -1.23033 3.62233 0.34
H 2.73702 0.98747 0.60604 0.21
H 4.09458 1.09742 1.73135 0.43
H 2.44408 0.99972 2.34869 0.15

[2]
79
Properties=species:S:1:pos:R:3:mulliken_spin:R:1 method="wB97M-V/def2-TZVPD" charge=+4 gap_ha="0.219 / 0.156" de_lowest_kj_mol=176.6 homo_energy_ev="-18.89 / -19.51" s_squared=6.05 multiplicity=5 total_energy_ev=-128652.3664
N -5.91521 4.16379 -5.14155 0.09
C -5.82168 4.53341 -3.86542 -0.03
C -5.10514 3.80755 -2.91813 0.05
C -4.37119 2.64319 -3.29949 0.04
C -4.50983 2.27013 -4.67706 0.06
C -5.28149 3.06177 -5.54212 -0.03
C -3.43310 2.00833 -2.41812 0.11
Pd -1.94611 0.07452 -1.26240 1.31
P 4.13154 -0.78853 -0.73158 0.64
C -2.31337 1.20771 -2.88360 0.16
C -0.97585 1.90928 -3.04258 0.02
C -0.04452 1.46749 -4.00583 0.09
C 1.25380 1.97802 -3.98207 0.05
C 1.59956 3.05126 -3.13063 0.24
C 0.64045 3.48092 -2.19092 0.05
C -0.66140 2.95739 -2.16814 0.05
Br 3.33932 3.65369 -3.04284 0.22
H -3.52901 2.17467 -1.34421 -0.01
H -2.51141 0.58421 -3.76877 0.05
H -5.05998 4.19567 -1.90474 0.00
H -3.97577 1.40707 -5.07699 0.00
H -6.36155 5.44304 -3.60980 0.00
H -5.37211 2.75877 -6.59407 0.00
H -0.32407 0.73105 -4.77372 0.00
H -1.44055 3.35797 -1.51420 0.00
H 2.01286 1.57937 -4.64865 0.00
H 0.94413 4.20224 -1.45980 0.00
P -1.36499 -2.02733 -1.65273 0.20
C 4.84478 0.86405 -0.35779 0.07
C 6.11315 1.23334 -1.13994 0.01
H 5.08227 0.84961 0.71814 0.00
H 4.04816 1.60756 -0.51816 0.03
H 6.32876 2.29924 -0.99525 0.00
H 6.97754 0.67397 -0.75930 0.00
H 6.03364 1.05198 -2.21871 0.00
C 3.54312 -0.60340 -2.44002 0.12
C 4.38711 -1.51533 -3.34573 0.03
H 3.62905 0.45571 -2.72922 0.01
H 2.48207 -0.88460 -2.46238 -0.03
H 3.99534 -1.52430 -4.37055 0.00
H 5.43695 -1.18748 -3.38583 0.00
H 4.37563 -2.54762 -2.96604 0.00
C 2.84841 -0.98599 0.52672 0.07
C 3.45431 -1.60900 1.79191 0.03
H 2.06423 -1.62270 0.09442 0.01
H 2.43836 0.01335 0.72042 0.04
H 2.70052 -2.17758 2.34593 0.00
H 4.27544 -2.29622 1.54554 -0.01
H 3.85325 -0.84170 2.46657 0.00
C -0.98827 -2.81568 -0.05152 0.01
C -1.53096 -4.23298 0.07342 0.02
H -1.40794 -2.16361 0.72660 0.00
H 0.10512 -2.78098 0.07140 0.01
H -2.56003 -4.22814 0.44529 0.00
H -1.50501 -4.77025 -0.87971 0.00
H -0.93554 -4.80783 0.78962 0.00
C -0.00063 -2.48612 -2.76523 0.04
C -0.28913 -2.29101 -4.25245 0.02
H 0.28467 -3.53272 -2.55518 0.02
H 0.84980 -1.86153 -2.44593 -0.02
H -1.26391 -2.71759 -4.52929 0.00
H -0.26418 -1.22731 -4.52750 -0.01
H 0.48828 -2.80505 -4.83716 0.00
C -2.96037 -2.65321 -2.28229 0.03
C -4.10785 -2.24779 -1.35842 0.01
H -2.91192 -3.73452 -2.46393 0.02
H -3.08804 -2.17808 -3.26394 0.01
H -5.05867 -2.25883 -1.89889 0.00
H -4.21336 -2.89811 -0.48614 0.00
H -3.98035 -1.21837 -0.98310 0.00
N -2.91842 1.37033 3.79738 0.01
N -2.04954 1.23236 2.74162 0.02
N -0.84995 0.60871 2.88202 0.00
C -0.53777 0.36967 1.60886 -0.01
N -1.55798 0.66852 0.76220 0.09
N -2.53512 1.23772 1.50193 0.00
H -3.52788 2.16798 3.59829 0.00
H -2.42402 1.42456 4.67406 0.00
H 0.47276 0.00924 1.32566 0.01